Here is a 9-piece molecular cluster, C69H149N7O9 overall at a distorted geometry from the OMol25 dataset. Energies are from ωB97M-V with the def2-TZVPD basis set.

Each line ends with the Mulliken charge.
Element x y z (Å)
C 4.0411 2.7472 -1.8229  -0.56
C 3.2987 3.3442 -2.9819  1.36
C 4.2559 3.9704 -4.0952  -1.54
C 4.9883 2.9039 -4.9391  -0.61
C 4.0008 2.0742 -5.6737  -1.30
C 2.9493 1.3847 -4.8058  1.81
N 2.3921 2.3970 -3.7819  -0.29
O 1.4076 1.7600 -3.0072  0.15
C 1.7896 0.8529 -5.5998  -1.48
C 3.6377 0.2461 -4.0247  -1.89
C 2.3380 4.3954 -2.4062  -1.58
H 4.6183 3.5647 -1.3699  0.45
H 4.7820 1.9352 -2.0109  0.25
H 3.3724 2.3556 -1.0016  -0.73
H 3.5756 4.6405 -4.7106  0.33
H 4.9301 4.5476 -3.5427  0.48
H 5.5908 2.3572 -4.2143  0.40
H 5.7750 3.3176 -5.6105  0.36
H 4.4101 1.2521 -6.2374  0.40
H 3.3776 2.7810 -6.3067  0.40
H 0.9388 0.6924 -4.9979  0.14
H 1.6343 1.5192 -6.4843  0.39
H 1.9248 -0.1786 -5.9654  0.34
H 4.5505 0.6726 -3.6414  0.55
H 2.9603 -0.2792 -3.3529  0.01
H 3.9830 -0.5492 -4.6917  0.67
H 1.8188 4.8241 -3.2636  0.65
H 2.8864 5.1437 -1.7995  0.15
H 1.6900 3.8872 -1.7058  -0.14
H 0.6061 1.8776 -3.4968  0.10
C 3.1303 -3.7843 0.0504  -0.94
C 3.9901 -3.4089 -1.1687  2.23
C 3.9975 -1.9032 -1.4026  -0.54
C 4.7666 -1.0492 -0.4292  1.92
C 6.2151 -1.5376 -0.6369  -2.38
C 6.3149 -3.0459 -0.3131  2.11
N 5.4193 -3.7984 -1.2568  -0.06
O 5.4617 -5.2299 -0.8523  -0.53
C 7.8081 -3.4055 -0.6072  -1.75
C 6.0963 -3.3203 1.1993  -1.54
C 3.3343 -4.0166 -2.4097  -2.10
H 3.2827 -3.0577 0.8573  -0.26
H 3.4949 -4.8001 0.3042  0.94
H 2.1304 -3.7973 -0.2313  -0.06
H 4.4132 -1.7637 -2.4038  0.69
H 2.9503 -1.5405 -1.5230  -0.47
H 4.4795 -1.2143 0.5972  -0.61
H 4.6253 0.0560 -0.6160  -1.04
H 6.9802 -1.0971 0.0422  0.37
H 6.6135 -1.3521 -1.6186  0.51
H 7.8285 -4.3674 -0.9964  0.49
H 8.1770 -2.7384 -1.3090  0.46
H 8.4431 -3.3839 0.2904  0.29
H 7.0511 -3.0532 1.6702  0.45
H 5.1665 -2.9156 1.6436  -0.04
H 5.9662 -4.3645 1.3889  0.42
H 3.9796 -3.7397 -3.2417  0.60
H 2.3367 -3.5431 -2.5310  0.07
H 3.2981 -5.0987 -2.4158  0.39
H 5.8381 -5.7950 -1.5380  0.33
C 5.0452 1.5712 1.5360  -0.96
C 4.6199 2.8188 2.2613  1.76
C 5.4286 4.0201 1.6484  -0.76
C 4.8259 5.4052 2.0246  -0.77
C 3.3550 5.3509 1.7652  -1.14
C 2.5335 4.2291 2.3795  2.02
N 3.2142 3.0043 1.9372  0.67
O 2.4627 1.8472 2.3265  2.33
C 2.2592 4.3771 3.8746  -1.49
C 1.2110 4.3023 1.5950  -1.71
C 4.9984 2.7393 3.7334  -1.58
H 4.6948 1.5190 0.4918  -0.85
H 4.5995 0.7187 2.0389  -0.75
H 6.1352 1.3766 1.5009  0.62
H 6.4961 3.8596 1.8396  0.53
H 5.3064 3.9079 0.5759  -0.17
H 5.2852 6.1881 1.3749  0.53
H 5.1073 5.5949 3.0661  0.38
H 3.1400 5.2735 0.7110  0.17
H 2.9382 6.2809 2.1507  0.32
H 1.3123 4.8083 4.0676  0.51
H 2.2612 3.3704 4.3171  0.01
H 3.0713 4.9339 4.3305  0.34
H 0.4814 3.6341 2.0525  0.17
H 0.6769 5.2187 1.5242  0.56
H 1.3039 3.9411 0.5644  -0.26
H 4.3014 2.0261 4.2400  -0.12
H 4.7866 3.6891 4.1249  0.56
H 6.0295 2.4782 3.8117  0.52
H 2.1378 1.4252 1.5080  -0.95
C -0.4305 0.8791 4.7609  -0.95
C 0.3170 -0.2291 5.5191  0.72
C -0.4245 -1.6173 5.4756  0.19
C 0.5263 -2.6783 6.0209  -1.32
C 1.7340 -2.7735 5.1041  -0.32
C 2.5239 -1.4478 4.9941  1.72
N 1.5643 -0.3864 4.7313  1.36
O 2.2709 0.8441 4.8155  -0.65
C 3.2985 -1.2725 6.3377  -1.89
C 3.4782 -1.5879 3.8044  -2.06
C 0.3738 0.2204 6.9955  -1.75
H -1.3561 1.2287 5.2491  0.53
H -0.6260 0.4991 3.7649  -0.20
H 0.1378 1.8857 4.6647  -0.02
H -1.3104 -1.5361 6.0896  0.62
H -0.6860 -1.8073 4.4559  -0.73
H 0.0210 -3.6192 6.1739  0.42
H 0.7803 -2.3536 7.0175  0.68
H 1.4427 -2.9669 4.0707  -0.48
H 2.4266 -3.5986 5.4563  0.42
H 2.6743 -1.4475 7.1502  0.56
H 4.0863 -2.0559 6.3843  0.45
H 3.7060 -0.2213 6.4309  0.14
H 4.1523 -0.7243 3.6341  0.23
H 3.9989 -2.5255 3.9571  0.79
H 2.9427 -1.7604 2.8466  -0.24
H -0.5941 0.2955 7.4596  0.39
H 0.7991 1.2114 6.9936  0.40
H 1.0282 -0.4799 7.5668  0.40
H 2.2431 1.1335 3.9017  0.12
C -1.7728 -2.3086 -2.6571  -1.47
C -2.3601 -1.2961 -3.6089  1.36
C -1.8619 -1.4807 -5.1149  -1.21
C -2.5484 -2.7666 -5.5753  -0.69
C -4.0166 -2.4140 -5.7217  -1.27
C -4.7099 -2.0284 -4.3951  1.51
N -3.7860 -1.1106 -3.5897  0.17
O -4.3537 -1.0217 -2.2678  1.53
C -6.0834 -1.3293 -4.6468  -1.92
C -5.0107 -3.2704 -3.5227  -1.59
C -1.6319 0.0903 -3.0249  -1.15
H -2.1659 -3.3532 -2.6863  0.25
H -1.9932 -1.9179 -1.6690  -0.04
H -0.7000 -2.3738 -2.7679  0.49
H -2.1054 -0.6432 -5.7728  0.44
H -0.7759 -1.5408 -5.1544  0.34
H -2.4422 -3.5467 -4.8534  0.37
H -2.1231 -3.1127 -6.4988  0.45
H -4.5731 -3.1941 -6.2399  0.39
H -4.1178 -1.5591 -6.4440  0.32
H -6.0361 -0.5256 -5.3738  0.33
H -6.7068 -2.0902 -5.0440  0.60
H -6.5464 -0.9709 -3.7345  0.15
H -5.4712 -4.0999 -4.0450  0.46
H -4.1033 -3.5768 -3.0479  0.29
H -5.5856 -2.9113 -2.6802  0.34
H -0.5549 0.0353 -3.1601  0.00
H -1.7704 0.1284 -1.9903  0.08
H -2.0065 0.9550 -3.5808  0.29
H -4.8585 -0.2061 -2.3064  -0.45
C -3.1757 2.7129 -1.3349  -0.25
C -4.4824 3.4403 -1.0757  2.21
C -4.2368 4.9621 -1.2752  -1.56
C -4.1554 5.4609 -2.6614  -0.46
C -5.2952 4.9634 -3.5001  -1.46
C -5.4476 3.3641 -3.5260  1.98
N -5.5493 3.0364 -2.0663  -0.16
O -5.7581 1.5974 -1.9829  -0.16
C -6.7827 3.0674 -4.2578  -1.83
C -4.3364 2.6491 -4.2991  -1.21
C -4.9452 3.1323 0.3174  -1.64
H -2.4595 2.9851 -0.5513  0.79
H -2.7554 3.0190 -2.3428  -0.52
H -3.2996 1.5952 -1.3615  -0.82
H -5.0429 5.5020 -0.6983  0.34
H -3.3469 5.1791 -0.7048  0.40
H -3.2010 5.0998 -3.0138  0.26
H -3.9620 6.5643 -2.7425  0.37
H -5.2619 5.2117 -4.6013  0.47
H -6.2256 5.3142 -3.1255  0.40
H -6.8852 3.7171 -5.1834  0.38
H -6.8226 2.0046 -4.4851  0.27
H -7.7187 3.2921 -3.6965  0.38
H -3.3000 2.9138 -3.9845  0.30
H -4.5071 1.6021 -4.2595  -0.07
H -4.3330 2.8538 -5.4181  0.41
H -5.7885 3.7762 0.4823  0.63
H -4.0947 3.3865 0.9720  0.31
H -5.1167 2.0766 0.5538  -0.21
H -6.7001 1.4696 -1.7426  0.21
C -6.2523 -1.7170 0.5977  -1.02
C -5.2583 -2.5040 1.4240  1.71
C -3.8178 -1.9686 1.1708  0.60
C -3.3848 -0.7305 1.9948  1.90
C -3.8339 -0.9271 3.4762  -1.90
C -5.2632 -1.2989 3.7034  2.65
N -5.5671 -2.4633 2.8570  0.19
O -6.9608 -2.7255 3.0126  -0.53
C -5.3862 -1.8430 5.0995  -1.75
C -6.2013 -0.1168 3.4180  -1.67
C -5.2513 -3.9953 1.1035  -1.98
H -6.2345 -1.9198 -0.4960  -0.08
H -6.0610 -0.6515 0.7279  0.05
H -7.2708 -1.9464 0.8621  0.54
H -3.1685 -2.8852 1.4028  -0.58
H -3.7372 -1.7166 0.1005  -0.59
H -3.8419 0.2050 1.6286  -0.84
H -2.2558 -0.5490 1.9388  -0.93
H -3.5273 0.0129 3.9691  0.56
H -3.1901 -1.7560 3.9241  0.18
H -5.2981 -2.9534 5.0722  0.38
H -4.4723 -1.4159 5.5638  0.35
H -6.2012 -1.5540 5.7790  0.30
H -7.3198 -0.3843 3.3201  0.30
H -6.0461 0.5793 4.2336  0.50
H -6.0484 0.3608 2.4553  0.03
H -4.7551 -4.4426 1.9931  0.43
H -4.7675 -4.1824 0.1520  0.16
H -6.2838 -4.3165 1.0535  0.48
H -6.9067 -3.4058 3.7381  0.38
C -0.5366 -5.1939 0.5049  -1.57
C 0.1570 -4.6683 1.7369  2.84
C -0.7879 -4.5529 2.9842  -1.63
O 1.1969 -5.5088 2.1741  -0.72
H -1.4172 -4.6675 0.2165  0.12
H -0.8325 -6.2401 0.7092  0.44
H 0.1351 -5.1835 -0.3482  0.35
H 0.5857 -3.6729 1.5417  -1.21
H -1.4475 -3.6879 3.0005  0.05
H -0.1796 -4.4667 3.8666  0.42
H -1.4330 -5.4145 2.9993  0.56
H 1.9059 -5.6064 1.5461  0.43
C 0.2991 -1.2773 0.7243  0.04
C 0.2722 -0.0501 -0.1289  2.06
C -0.6176 1.0717 0.2533  -0.09
O 1.6610 0.4295 -0.1593  2.13
H 0.9775 -2.0765 0.2714  -0.74
H -0.7565 -1.5949 0.8282  0.08
H 0.6722 -1.0805 1.7441  -0.29
H -0.0019 -0.3452 -1.1505  -0.35
H -0.3509 1.4028 1.2439  -0.39
H -1.6630 0.8677 0.1798  0.05
H -0.5170 1.8906 -0.5137  -0.27
H 1.7692 0.9381 -0.9602  -1.42

Cartesian forces (eV/Å) of the 6 atoms listed first:
0.7757 -0.9821 1.3611
-0.8931 -0.9880 -1.9101
-2.4151 -0.7932 -0.3787
0.8630 0.9876 0.9281
-2.2634 0.5631 -0.5975
0.5643 -0.0203 2.7815

The calculation puts the energy above the lowest of the compared OMol25 structures with the same formula, charge and spin at 42.73 kcal per mole. The calculation puts the HOMO-LUMO gap at 8.66 eV. The calculation puts the calculated total energy at -3778.48755 Eh. As for the structure (SMILES): CC1(C)CCCC(C)(C)N1O.CC1(C)CCCC(C)(C)N1O.CC1(C)CCCC(C)(C)N1O.CC1(C)CCCC(C)(C)N1O.CC1(C)CCCC(C)(C)N1O.CC1(C)CCCC(C)(C)N1O.CC1(C)CCCC(C)(C)N1O.CC(C)O.CC(C)O. Its total charge is 0. Its strongest force on any atom is 3.685 eV Å⁻¹.